DFT (ωB97M-V/def2-TZVPD) results for a structure of composition C31H38AsOTl in a non-equilibrium geometry.

Element x y z (Å)
C: 1.45 2.67 -2.80
H: 2.50 3.04 -2.06
H: 1.98 2.05 -3.61
H: 2.03 2.44 1.10
C: 0.41 3.89 -2.72
H: -0.55 3.37 -2.94
H: 0.31 4.34 -1.72
C: 0.74 4.93 -3.73
H: -0.12 5.53 -3.83
H: 1.53 5.62 -3.41
H: 0.98 4.52 -4.71
C: -1.14 -2.17 -1.60
C: -1.77 -1.34 -2.56
C: -0.81 -0.97 -3.54
C: 0.44 -1.56 -3.17
C: 0.23 -2.32 -1.97
C: 1.23 -3.09 -1.24
C: 1.69 -1.45 -3.93
C: -1.03 -0.13 -4.73
C: -3.20 -0.94 -2.53
C: -1.76 -2.78 -0.42
Tl: 1.55 1.49 -1.25
H: 2.54 -1.85 -3.37
H: 1.64 -2.02 -4.88
H: 1.92 -0.41 -4.20
H: 2.19 -3.11 -1.77
H: 1.40 -2.67 -0.24
H: 0.91 -4.14 -1.11
H: -2.63 -2.20 -0.09
H: -2.12 -3.80 -0.62
H: -1.06 -2.84 0.42
H: -3.38 -0.13 -3.23
H: -3.86 -1.78 -2.81
H: -3.49 -0.62 -1.53
H: -0.25 0.64 -4.83
H: -1.02 -0.72 -5.65
H: -2.00 0.38 -4.67
O: 0.48 0.07 0.12
As: 0.24 -0.17 1.90
C: -1.66 -0.11 2.30
C: -2.20 -0.49 3.55
C: -3.58 -0.38 3.76
C: -4.42 0.08 2.77
C: -3.90 0.45 1.52
C: -2.51 0.37 1.29
C: 0.98 -1.82 2.66
C: 2.38 -1.95 2.78
C: 2.94 -3.10 3.35
C: 2.12 -4.11 3.86
C: 0.73 -3.98 3.77
C: 0.16 -2.83 3.19
C: 1.14 1.48 2.49
C: 2.43 1.71 2.00
C: 3.01 2.99 2.10
C: 2.25 4.05 2.65
C: 0.96 3.81 3.14
C: 0.39 2.53 3.05
H: -1.54 -0.84 4.34
H: -3.99 -0.67 4.75
H: -5.51 0.19 2.95
H: -4.55 0.83 0.72
H: -2.08 0.69 0.34
H: 3.03 -1.12 2.46
H: 4.03 -3.18 3.44
H: 2.57 -4.98 4.37
H: 0.08 -4.74 4.20
H: -0.92 -2.69 3.20
H: 2.98 0.90 1.51
H: 4.01 3.15 1.74
H: 2.69 5.03 2.71
H: 0.40 4.61 3.60
H: -0.63 2.33 3.39

gap between HOMO and LUMO (spin up / spin down) = 0.1430 / 0.1441 hartree
LUMO level (spin up / spin down) = -7.5 / -7.6 eV
charge = +2
F_max = 5.98 eV/Å